This record from the Open Molecules 2025 dataset describes a molecular structure, C34H29BN10PSV. The level of theory is ωB97M-V/def2-TZVPD.

Results
Energy above the lowest of the compared OMol25 structures with the same formula, charge and spin in kcal/mol: 151.9
Gap between HOMO and LUMO (spin up / spin down) in Ha: 0.212 / 0.248
LUMO (spin up / spin down) in eV: -3.378 / -3.494

The geometry in ORCA input format:
```
! wB97M-V def2-TZVPD RIJCOSX def2/J DEFGRID3
* xyz 1 4
V -0.4800 0.7876 0.0039
C 0.2077 -1.1649 3.4121
C 0.8916 0.0530 2.8027
N -0.0109 0.9484 2.0524
N -1.3178 0.4656 1.8347
C -1.5425 -0.8867 2.3056
B -2.4770 1.5244 1.8567
N -3.2979 1.1509 0.5954
C -4.6001 1.1690 0.2830
C -4.7249 0.9434 -1.0755
C -3.4104 0.8105 -1.5294
N -2.5590 0.9399 -0.5173
N -1.7794 2.8657 1.5616
C -1.7888 4.0254 2.2292
C -0.8541 4.8644 1.6565
C -0.2975 4.1040 0.6269
N -0.8610 2.9007 0.5677
H 0.8614 -1.7540 4.0534
H 1.5736 0.6256 3.4264
H -2.5015 -1.2587 1.9436
H -3.1536 1.5713 2.8469
H -5.3457 1.3383 1.0418
H -5.6316 0.8861 -1.6507
H -3.0478 0.6269 -2.5288
H -2.4603 4.1747 3.0579
H -0.6162 5.8753 1.9352
H 0.4900 4.3891 -0.0512
S 2.0933 -2.5452 -6.3724
N 1.1607 -3.1386 -5.2002
C 0.9374 -2.1478 -4.3524
C 0.1349 -2.2313 -3.1476
C -0.5837 -3.3664 -2.7675
C -1.3620 -3.3051 -1.6343
C -1.3707 -2.1336 -0.8817
N -0.6511 -1.0654 -1.2004
C 0.0580 -1.0917 -2.3466
C 0.6915 0.1636 -2.7423
N 0.4943 1.2144 -1.9217
C 0.9971 2.3884 -2.2805
C 1.7198 2.5814 -3.4548
C 1.9382 1.5101 -4.2885
C 1.4132 0.2677 -3.9305
C 1.5598 -0.9312 -4.7326
N 2.2437 -1.0246 -5.8614
H -0.5369 -4.2572 -3.3800
H -1.9636 -4.1450 -1.3173
H -1.9791 -2.0557 0.0081
H 0.8102 3.2104 -1.6073
H 2.0984 3.5654 -3.6909
H 2.4963 1.6079 -5.2104
C 2.4228 -2.2459 1.2444
P 1.3632 -0.7534 1.2450
C -0.2658 -1.7389 2.0481
C -0.4702 -3.1994 1.8945
C -1.1656 -3.9267 2.7742
C -1.8043 -3.4377 4.0019
C -1.8481 -2.1848 4.4675
C -1.2688 -0.9607 3.8260
C 2.5261 0.4306 0.4231
C 2.6377 1.7587 0.8485
C 3.5112 2.6246 0.2087
C 4.2657 2.1930 -0.8755
C 4.1433 0.8836 -1.3168
C 3.2808 0.0078 -0.6722
H 2.1109 -2.9096 2.0495
H 3.4672 -1.9687 1.3763
H 2.3201 -2.7955 0.3063
H -0.0232 -3.7024 1.0439
H -1.2579 -4.9911 2.5903
H -2.2855 -4.2005 4.6020
H -2.3550 -2.0257 5.4120
H -1.5117 -0.0576 4.3851
H 2.0396 2.1212 1.6739
H 3.6087 3.6420 0.5667
H 4.9473 2.8723 -1.3706
H 4.7307 0.5355 -2.1574
H 3.2144 -1.0167 -1.0229
*
```

Atomic partial charges in e from the Mulliken method, atoms 1 to 2: atom 1 (V): 0.142, atom 2 (C): -0.393

This record from the Open Molecules 2025 dataset describes a molecular structure, C34H29INO4PSiV. The level of theory is ωB97M-V/def2-TZVPD.

Results
Energy above the lowest of the compared OMol25 structures with the same formula, charge and spin in kcal/mol: 0.9
Gap between HOMO and LUMO (spin up / spin down) in Ha: 0.275 / 0.265
LUMO (spin up / spin down) in eV: -3.823 / -4.076

The geometry in ORCA input format:
```
! wB97M-V def2-TZVPD RIJCOSX def2/J DEFGRID3
* xyz 1 3
V -0.4145 -0.0083 0.3213
I 2.4455 0.1922 0.2403
C 3.3535 -0.3245 2.0686
C 4.6625 -0.6733 1.8735
C 5.5357 -0.8906 2.9494
C 5.0698 -0.7056 4.2142
C 3.7191 -0.3520 4.4459
C 3.3178 -0.1522 5.7881
C 2.0370 0.1881 6.0964
C 1.1036 0.2771 5.0550
C 1.4317 0.0754 3.7305
P -0.0997 0.0049 2.7343
C -0.9649 -1.4663 3.3430
C -2.2996 -1.6686 2.9886
C -2.9427 -2.8441 3.3369
C -2.2543 -3.8372 4.0203
C -0.9214 -3.6505 4.3545
C -0.2752 -2.4709 4.0172
C -1.0385 1.4842 3.2219
C -0.5466 2.7076 2.7606
C -1.2296 3.8819 3.0323
C -2.4176 3.8418 3.7513
C -2.9097 2.6289 4.2111
C -2.2222 1.4501 3.9528
C 2.7914 -0.1938 3.3687
H 5.0513 -0.7636 0.8676
H 6.5631 -1.1674 2.7603
H 5.7192 -0.8249 5.0717
H 4.0643 -0.2695 6.5634
H 1.7261 0.3568 7.1178
H 0.0736 0.4832 5.3200
H -2.8407 -0.9167 2.4283
H -3.9797 -2.9890 3.0648
H -2.7563 -4.7574 4.2890
H -0.3773 -4.4251 4.8787
H 0.7675 -2.3460 4.2772
H 0.3776 2.7438 2.1922
H -0.8357 4.8270 2.6814
H -2.9564 4.7573 3.9580
H -3.8287 2.5975 4.7814
H -2.6098 0.5108 4.3272
O -2.3421 0.1934 0.3048
C -3.0312 1.2312 0.1335
C -2.5327 2.5223 -0.1395
C -3.4503 3.5946 -0.1244
C -3.0009 4.8561 -0.3567
C -1.6517 5.1139 -0.6573
C -0.7528 4.0866 -0.7027
C -1.1538 2.7558 -0.4265
O -0.2590 1.8183 -0.4362
N -3.9492 5.9748 -0.2956
O -3.5017 7.0887 -0.4611
O -5.1141 5.7068 -0.0908
H -4.1143 1.0931 0.1919
H -4.4978 3.4230 0.0858
H -1.3503 6.1344 -0.8486
H 0.2882 4.2595 -0.9385
C 1.6838 -5.2694 -1.5020
Si 0.3499 -5.0186 -0.2157
C -1.2613 -5.8149 -0.7282
C 0.9021 -5.6410 1.4629
C 0.0656 -3.1878 -0.0579
C -0.0964 -1.9849 0.0888
H 1.9151 -6.3320 -1.6042
H 2.6041 -4.7511 -1.2272
H 1.3671 -4.8994 -2.4784
H -1.1588 -6.9015 -0.7690
H -1.5778 -5.4702 -1.7138
H -2.0554 -5.5789 -0.0174
H 1.2876 -6.6599 1.3819
H 0.0694 -5.6504 2.1688
H 1.6925 -5.0141 1.8801
*
```

Atomic partial charges in e from the Mulliken method, atoms 1 to 2: atom 1 (V): 0.112, atom 2 (I): 0.100

This record from the Open Molecules 2025 dataset describes a molecular structure, C34H30CdF6N3O2P2. The level of theory is ωB97M-V/def2-TZVPD.

Results
Energy above the lowest of the compared OMol25 structures with the same formula, charge and spin in kcal/mol: 43.2
Gap between HOMO and LUMO (spin up / spin down) in Ha: 0.223 / 0.249
LUMO (spin up / spin down) in eV: -0.605 / -0.651

The geometry in ORCA input format:
```
! wB97M-V def2-TZVPD RIJCOSX def2/J DEFGRID3
* xyz 0 2
Cd -1.7056 -0.9091 -1.0675
O -0.4446 -1.9821 0.3368
C 0.6129 -2.3872 0.9574
C 0.5139 -3.4133 1.9183
C 1.6381 -3.9721 2.4814
C 2.9264 -3.5275 2.1144
C 3.0517 -2.4893 1.2314
C 1.9098 -1.8360 0.6740
C 2.1211 -0.6961 -0.1107
N 1.1556 0.3453 -0.3979
C 1.2692 0.8259 -1.8096
C 1.0522 -0.2880 -2.8175
N -0.3526 -0.6770 -2.8643
C -0.7654 -1.3842 -3.8580
C -2.1221 -1.8133 -4.1179
C -2.2964 -2.7681 -5.1417
C -3.5352 -3.2407 -5.4774
C -4.6542 -2.7433 -4.7803
C -4.5278 -1.7987 -3.7963
C -3.2603 -1.2992 -3.4254
O -3.1695 -0.3629 -2.5154
H -0.4803 -3.7790 2.1460
H 1.5321 -4.7778 3.1979
H 3.8056 -4.0058 2.5264
H 4.0366 -2.1228 0.9539
H 3.1319 -0.4528 -0.4310
H 2.2705 1.2434 -1.9722
H 0.5390 1.6091 -1.9865
H 1.6894 -1.1399 -2.5674
H 1.3719 0.0948 -3.7887
H -0.0280 -1.7049 -4.6027
H -1.4151 -3.1305 -5.6635
H -3.6555 -3.9807 -6.2565
H -5.6413 -3.1195 -5.0249
H -5.3840 -1.4288 -3.2474
N -1.6711 0.2724 1.1903
C -1.0406 0.7102 2.3830
C -1.7458 0.7410 3.5797
C -1.1633 1.2375 4.7302
C 0.1364 1.7258 4.7034
C 0.8494 1.6935 3.5209
C 0.2878 1.1656 2.3476
P 1.1931 1.4965 0.8179
C 2.9333 1.7021 1.2118
C 3.5475 0.9262 2.1968
C 4.9268 0.9441 2.3320
C 5.7037 1.7131 1.4764
C 5.1043 2.4507 0.4659
C 3.7242 2.4387 0.3264
C 0.4912 3.0472 0.2244
C -0.7712 3.0099 -0.3748
C -1.3819 4.1846 -0.7814
C -0.7488 5.4034 -0.5816
C 0.4884 5.4501 0.0402
C 1.1108 4.2755 0.4476
H -1.2995 -0.6957 1.0727
H -2.6719 0.1651 1.3314
H -2.7612 0.3626 3.5913
H -1.7288 1.2463 5.6537
H 0.5911 2.1345 5.5958
H 1.8439 2.1152 3.5078
H 2.9605 0.2730 2.8304
H 5.3939 0.3367 3.0970
H 6.7811 1.7236 1.5867
H 5.7091 3.0281 -0.2212
H 3.2720 2.9921 -0.4858
H -1.2813 2.0666 -0.5077
H -2.3559 4.1444 -1.2515
H -1.2290 6.3200 -0.9004
H 0.9731 6.4016 0.2174
H 2.0575 4.3315 0.9642
F -3.0504 -2.8883 -0.7156
P -4.2385 -2.6625 0.4355
F -4.0394 -1.0482 0.1039
F -5.3678 -2.3395 1.5137
F -4.3126 -4.2314 0.6793
F -5.3263 -2.7403 -0.7285
F -3.0838 -2.5113 1.5557
*
```

Atomic partial charges in e from the Mulliken method, atoms 1 to 2: atom 1 (Cd): 2.715, atom 2 (O): -1.055